# 1
{"formula": "C5H5NOS", "method": "wB97M-V/def2-TZVPD", "e_lumo_ev": -2.09, "e_tot_ev": -19631.6239, "gap_ev": 6.40, "symbols": ["C", "C", "C", "C", "C", "H", "H", "H", "H", "H", "N", "O", "S"], "xyz": [[1.29, 0.28, -0.24], [-1.13, -0.38, -0.08], [-2.39, -0.90, -0.07], [-0.91, 1.04, 0.01], [0.37, 1.38, -0.01], [2.83, -1.66, 1.44], [-3.32, -0.32, -0.27], [-2.30, -1.96, -0.24], [-1.69, 1.77, -0.12], [0.86, 2.42, 0.03], [2.59, 0.37, -0.15], [3.30, -0.72, -0.17], [0.49, -1.33, -0.12]], "mulliken_charge": [0.59, 0.46, -0.69, -0.46, -0.44, 0.15, 0.28, 0.26, 0.33, 0.29, -0.26, -0.41, -0.12]}

# 2
{"formula": "C39H43ClP2PbSi2", "method": "wB97M-V/def2-TZVPD", "e_lumo_ev": -7.55, "e_tot_ev": -93226.2739, "total_charge": 2, "gap_ev": 5.14, "symbols": ["C", "C", "C", "H", "C", "C", "H", "H", "H", "H", "Pb", "Si", "C", "C", "H", "C", "H", "C", "H", "C", "H", "C", "H", "C", "C", "H", "C", "H", "C", "H", "C", "H", "C", "H", "H", "Si", "C", "C", "H", "C", "H", "C", "H", "C", "H", "C", "H", "C", "C", "H", "C", "H", "C", "H", "C", "H", "C", "H", "H", "Cl", "C", "P", "C", "C", "C", "C", "C", "C", "C", "P", "C", "C", "H", "H", "H", "H", "H", "H", "H", "H", "H", "H", "H", "H", "H", "H", "H", "H"], "xyz": [[-2.97, 0.79, 4.02], [-1.79, 1.47, 4.51], [-1.74, 2.78, 3.84], [-1.15, 1.16, 5.35], [-2.88, 2.85, 2.94], [-3.62, 1.64, 3.08], [-4.59, 1.44, 2.62], [-3.35, -0.15, 4.40], [-1.07, 3.61, 4.10], [-3.17, 3.72, 2.35], [-0.81, 1.21, 2.30], [2.41, 2.32, -1.78], [3.91, 1.39, -2.49], [3.88, 0.84, -3.79], [3.06, 1.11, -4.51], [4.87, -0.06, -4.18], [4.80, -0.55, -5.15], [5.96, -0.32, -3.33], [6.70, -1.07, -3.60], [6.09, 0.42, -2.15], [6.97, 0.29, -1.53], [5.11, 1.35, -1.79], [5.25, 2.01, -0.92], [2.24, 3.46, -3.21], [3.36, 4.15, -3.73], [4.26, 4.26, -3.12], [3.34, 4.64, -5.04], [4.23, 5.07, -5.47], [2.19, 4.55, -5.82], [2.15, 4.97, -6.82], [1.06, 3.92, -5.28], [0.18, 3.79, -5.89], [1.05, 3.45, -3.96], [0.14, 3.03, -3.49], [3.05, 2.97, -0.56], [0.24, -0.95, -1.95], [-0.50, 0.84, -1.78], [-0.11, 1.93, -0.97], [0.85, 2.04, -0.40], [-1.00, 2.95, -0.59], [-0.66, 3.75, 0.07], [-2.28, 3.00, -1.08], [-2.99, 3.78, -0.77], [-2.66, 1.99, -1.97], [-3.70, 1.94, -2.31], [-1.74, 1.03, -2.41], [-2.01, 0.44, -3.26], [1.90, -0.84, -1.07], [1.99, -0.27, 0.22], [1.47, 0.62, 0.51], [2.79, -0.83, 1.22], [2.62, -0.54, 2.26], [3.73, -1.80, 0.88], [4.32, -2.27, 1.66], [3.85, -2.15, -0.48], [4.67, -2.82, -0.76], [2.98, -1.67, -1.44], [3.08, -2.01, -2.47], [0.05, -1.91, -3.02], [-0.72, -1.79, -0.33], [-0.44, -1.98, 4.76], [-0.96, -1.88, 3.03], [0.33, -2.92, 2.26], [-2.32, -3.16, 3.03], [-2.20, -4.34, 3.76], [-3.22, -5.30, 3.72], [-4.36, -5.06, 2.93], [-4.46, -3.91, 2.15], [-3.45, -2.94, 2.23], [-3.48, -1.37, 1.24], [-3.70, -2.17, -0.41], [-5.17, -0.89, 1.70], [0.29, -1.19, 4.97], [0.03, -2.96, 4.92], [-1.30, -1.88, 5.43], [0.77, -3.53, 3.05], [-0.10, -3.56, 1.49], [1.10, -2.27, 1.83], [-1.30, -4.55, 4.33], [-3.11, -6.23, 4.27], [-5.20, -5.78, 2.95], [-5.35, -3.76, 1.52], [-3.56, -1.41, -1.18], [-2.97, -2.99, -0.52], [-4.72, -2.57, -0.46], [-5.84, -1.68, 1.36], [-5.21, -0.77, 2.79], [-5.39, 0.08, 1.20]], "mulliken_charge": [-0.28, -0.92, -0.78, 0.63, -0.87, -0.27, 0.56, 0.54, 0.63, 0.54, 1.24, 0.93, 0.37, -0.18, 0.32, -0.71, 0.42, -0.48, 0.44, -0.55, 0.45, -0.46, 0.37, 0.54, -0.52, 0.39, -0.52, 0.43, -0.63, 0.41, -0.55, 0.43, -0.17, 0.16, -0.24, -0.43, 1.07, 0.06, 0.38, -1.14, 0.64, -0.58, 0.50, -0.64, 0.50, -1.24, 0.59, 1.12, 0.87, -0.66, -0.87, 0.46, -0.25, 0.51, -0.84, 0.49, -1.08, 0.48, -0.04, 0.09, -1.53, 1.08, -1.33, -0.11, -0.63, -0.79, -0.77, -0.55, 0.23, 1.48, -1.44, -1.66, 0.37, 0.58, 0.32, 0.64, 0.50, 0.05, 0.29, 0.41, 0.40, 0.25, 0.32, 0.42, 0.50, 0.57, 0.31, 0.39]}

# 3
{"formula": "C7H3CrF18NO20S6", "method": "wB97M-V/def2-TZVPD", "e_lumo_ev": [7.76, 7.75], "e_tot_ev": -192086.9408, "total_charge": -4, "gap_ev": [4.73, 5.44], "spin_multiplicity": 5, "symbols": ["Cr", "C", "F", "F", "F", "S", "O", "O", "O", "C", "F", "F", "F", "S", "O", "O", "O", "C", "F", "F", "F", "S", "O", "O", "O", "C", "F", "F", "F", "S", "O", "O", "O", "C", "F", "F", "F", "S", "O", "O", "O", "C", "F", "F", "F", "S", "O", "O", "O", "C", "N", "O", "O", "H", "H", "H"], "xyz": [[-0.25, -0.21, 0.17], [-1.29, 3.61, -2.61], [-1.83, 4.85, -2.54], [-2.26, 2.71, -2.93], [-0.37, 3.67, -3.53], [-0.40, 3.04, -1.00], [-0.41, 1.57, -0.95], [0.96, 3.60, -1.04], [-1.21, 3.57, 0.12], [-3.87, 2.28, 2.07], [-3.00, 3.19, 2.40], [-4.97, 2.17, 2.83], [-4.41, 2.57, 0.87], [-3.03, 0.60, 2.21], [-1.98, 0.39, 1.18], [-2.57, 0.58, 3.58], [-4.03, -0.49, 1.99], [1.70, -3.85, 2.76], [1.49, -3.58, 4.01], [2.77, -4.58, 2.64], [0.63, -4.51, 2.32], [2.01, -2.22, 1.76], [2.85, -2.55, 0.60], [0.68, -1.62, 1.42], [2.81, -1.26, 2.56], [-2.94, -3.25, -2.23], [-1.88, -3.52, -2.94], [-3.47, -2.14, -2.69], [-3.86, -4.18, -2.27], [-2.45, -2.94, -0.33], [-3.68, -2.42, 0.35], [-2.10, -4.24, 0.23], [-1.39, -1.92, -0.30], [0.62, 2.94, 3.86], [1.17, 4.15, 3.84], [1.06, 2.45, 5.02], [-0.70, 3.09, 3.79], [1.52, 1.98, 2.38], [2.75, 1.30, 2.86], [0.60, 1.02, 1.78], [1.99, 3.01, 1.46], [4.35, -0.18, -1.91], [5.36, 0.67, -2.24], [3.47, -0.33, -2.91], [4.89, -1.37, -1.62], [3.27, 0.57, -0.40], [3.27, 2.00, -0.66], [1.91, 0.06, -0.42], [3.99, 0.23, 0.85], [0.67, -1.95, -4.14], [-0.17, -0.98, -3.34], [0.18, -0.73, -2.16], [-1.10, -0.43, -3.87], [0.17, -2.41, -5.00], [0.94, -2.67, -3.37], [1.53, -1.37, -4.48]], "mulliken_charge": [0.80, 0.39, -0.24, -0.22, -0.22, 1.16, -0.27, -0.60, -0.68, 0.48, -0.12, -0.25, -0.25, 1.11, -0.24, -0.76, -0.69, 0.41, -0.23, -0.23, -0.21, 1.02, -0.67, -0.53, -0.57, 0.52, -0.22, -0.22, -0.23, 1.01, -0.68, -0.76, -0.48, 0.37, -0.26, -0.26, -0.13, 1.01, -0.60, -0.09, -0.68, 0.40, -0.24, -0.20, -0.24, 0.98, -0.58, -0.11, -0.57, -0.92, 0.76, -0.35, -0.56, 0.29, 0.29, 0.33]}

# 4
{"formula": "C4H13NO2", "method": "wB97M-V/def2-TZVPD", "e_lumo_ev": 0.72, "e_tot_ev": -9943.0868, "smiles": "C1CCNC1.O.O", "gap_ev": 9.05, "symbols": ["C", "C", "C", "N", "C", "H", "H", "H", "H", "H", "H", "H", "H", "H", "O", "H", "H", "O", "H", "H"], "xyz": [[-0.35, 1.61, 0.22], [-0.76, 0.99, -1.14], [-1.90, 0.09, -0.71], [-1.56, -0.33, 0.64], [-0.35, 0.40, 1.11], [0.62, 2.08, 0.03], [-1.04, 2.38, 0.55], [-1.06, 1.67, -1.94], [0.16, 0.54, -1.53], [-2.06, -0.70, -1.45], [-2.87, 0.55, -0.70], [-1.56, -1.26, 1.02], [-0.43, 0.70, 2.15], [0.52, -0.24, 0.91], [0.57, -3.24, -0.68], [-0.12, -3.33, -0.01], [0.30, -2.38, -0.98], [3.60, 0.05, 0.69], [3.84, 0.66, 1.41], [4.46, -0.26, 0.40]], "mulliken_charge": [-0.58, -0.56, -0.55, -0.36, -0.44, 0.32, 0.29, 0.33, 0.24, 0.27, 0.28, 0.24, 0.27, 0.27, -0.64, 0.32, 0.30, -0.61, 0.31, 0.30]}

# 5
{"formula": "C24H32O24", "method": "wB97M-V/def2-TZVPD", "e_lumo_ev": 0.25, "e_tot_ev": -74546.5350, "smiles": "O=C1OCCO1.O=C1OCCO1.O=C1OCCO1.O=C1OCCO1.O=C1OCCO1.O=C1OCCO1.O=C1OCCO1.O=C1OCCO1", "gap_ev": 10.72, "symbols": ["O", "C", "O", "C", "C", "O", "H", "H", "H", "H", "O", "C", "O", "C", "C", "O", "H", "H", "H", "H", "O", "C", "O", "C", "C", "O", "H", "H", "H", "H", "O", "C", "O", "C", "C", "O", "H", "H", "H", "H", "O", "C", "O", "C", "C", "O", "H", "H", "H", "H", "O", "C", "O", "C", "C", "O", "H", "H", "H", "H", "O", "C", "O", "C", "C", "O", "H", "H", "H", "H", "O", "C", "O", "C", "C", "O", "H", "H", "H", "H"], "xyz": [[-0.72, 3.59, -2.65], [-1.77, 3.31, -2.18], [-2.88, 2.93, -2.89], [-3.81, 2.39, -1.88], [-3.32, 2.88, -0.52], [-2.05, 3.38, -0.86], [-4.80, 2.84, -2.12], [-3.72, 1.28, -1.95], [-3.30, 2.12, 0.23], [-3.86, 3.69, -0.02], [0.97, -4.29, -1.44], [1.85, -3.54, -1.58], [2.22, -2.75, -0.55], [3.29, -1.86, -1.00], [3.20, -2.05, -2.57], [2.57, -3.33, -2.67], [3.05, -0.88, -0.67], [4.18, -2.19, -0.47], [4.16, -2.07, -3.07], [2.55, -1.23, -2.86], [2.68, -1.97, 3.04], [3.51, -1.23, 3.32], [3.22, 0.13, 3.27], [4.39, 0.85, 3.80], [5.51, -0.24, 3.68], [4.77, -1.47, 3.68], [4.50, 1.68, 3.10], [4.06, 1.20, 4.77], [6.18, -0.18, 4.53], [6.05, -0.23, 2.76], [4.80, 1.61, 0.43], [3.79, 2.05, -0.16], [3.02, 1.36, -1.00], [1.98, 2.22, -1.40], [2.61, 3.55, -1.26], [3.34, 3.29, 0.00], [1.68, 1.89, -2.39], [1.18, 2.09, -0.63], [1.86, 4.31, -1.12], [3.38, 3.75, -2.01], [-2.03, -3.58, 3.74], [-2.56, -3.88, 2.74], [-3.30, -3.07, 2.01], [-3.61, -3.72, 0.76], [-2.78, -5.06, 0.77], [-2.36, -5.09, 2.13], [-4.71, -3.92, 0.64], [-3.38, -3.07, -0.07], [-1.90, -5.02, 0.11], [-3.37, -5.90, 0.47], [-1.53, 0.45, -1.21], [-0.98, -0.16, -0.37], [-1.62, -1.11, 0.33], [-0.59, -1.84, 0.91], [0.44, -0.81, 1.14], [0.28, -0.08, -0.03], [-0.94, -2.28, 1.83], [-0.27, -2.65, 0.21], [1.49, -1.11, 1.21], [0.20, -0.19, 2.01], [-1.16, 1.64, 1.87], [-0.52, 2.67, 2.01], [0.82, 2.80, 1.76], [1.22, 4.13, 1.97], [0.10, 4.68, 2.78], [-0.99, 3.83, 2.45], [2.20, 4.18, 2.50], [1.41, 4.62, 1.02], [-0.21, 5.65, 2.53], [0.20, 4.71, 3.88], [-5.16, -3.49, -2.25], [-4.63, -2.65, -2.89], [-5.31, -1.64, -3.55], [-4.35, -0.86, -4.30], [-3.01, -1.32, -3.74], [-3.31, -2.51, -3.03], [-4.52, -1.15, -5.34], [-4.71, 0.14, -4.12], [-2.56, -0.62, -3.03], [-2.31, -1.63, -4.54]], "mulliken_charge": [-0.56, 0.67, -0.38, 0.25, -0.36, -0.23, 0.38, -0.24, 0.17, 0.35, -0.51, 0.59, -0.24, 0.33, -0.36, -0.36, -0.22, 0.29, 0.35, 0.23, -0.45, 0.58, -0.21, -0.21, -0.30, -0.37, 0.16, 0.27, 0.28, 0.27, -0.68, 0.57, -0.20, 0.68, -0.59, -0.35, 0.44, -0.54, 0.33, 0.35, -0.53, 0.68, -0.31, 0.19, -0.23, -0.39, 0.36, -0.18, 0.14, 0.33, -0.69, -0.23, -0.39, 0.30, 0.38, 0.63, -0.12, -0.14, -0.46, 0.39, -0.48, 0.29, 0.26, -0.18, -0.54, -0.39, 0.29, 0.15, 0.32, 0.25, -0.53, 0.69, -0.38, -0.28, 0.64, -0.33, 0.26, 0.23, -0.45, 0.29]}

# 6
{"formula": "C5H14N2", "method": "wB97M-V/def2-TZVPD", "e_lumo_ev": [4.14, 4.06], "e_tot_ev": -8390.0377, "total_charge": -1, "gap_ev": [2.75, 8.90], "spin_multiplicity": 2, "symbols": ["N", "C", "C", "C", "N", "C", "C", "H", "H", "H", "H", "H", "H", "H", "H", "H", "H", "H", "H", "H", "H"], "xyz": [[0.21, 2.53, 0.47], [0.16, 1.28, -0.28], [1.23, 1.16, -1.38], [0.32, 0.12, 0.70], [0.00, -1.20, 0.20], [-1.11, -1.29, -0.73], [-0.20, -2.14, 1.30], [-0.26, 2.43, 1.37], [-0.22, 3.26, -0.08], [-0.78, 1.22, -0.83], [0.81, 1.24, -2.38], [2.17, 1.71, -1.31], [1.53, 0.11, -1.41], [1.36, 0.11, 1.05], [-0.36, 0.36, 1.56], [-0.91, -0.59, -1.55], [-2.04, -0.95, -0.25], [-1.18, -2.27, -1.19], [0.75, -2.31, 1.82], [-0.91, -1.71, 2.02], [-0.56, -3.07, 0.88]], "mulliken_charge": [-0.31, -0.34, -1.99, -1.03, 0.96, -2.88, -1.53, 0.43, 0.61, -0.41, 0.76, 0.56, 0.36, -0.06, 0.66, 0.31, 0.36, 1.29, 0.26, 0.59, 0.40]}